#one
This record from the OMol25 dataset describes 2 unconnected molecules or ions with the total composition C6H13NO. The level of theory is ωB97M-V/def2-TZVPD.

Structure (XYZ):
```
21
C6H13NO ωB97M-V/def2-TZVPD
C 0.41119 -0.40531 3.13156
C 0.25901 0.26774 1.80259
C 0.18625 -0.50209 0.66423
C 0.18468 0.28429 -0.70987
C -1.17671 0.71607 -1.12859
C -2.03391 -0.01608 -1.89354
N -3.28689 0.48984 -2.22046
H -0.51254 -0.95165 3.35837
H 1.35047 -1.08078 3.08318
H 0.83598 0.32491 3.79784
H 0.16060 1.35363 1.80130
H 0.29583 -1.53013 0.58901
H 0.85986 1.07798 -0.59070
H 0.62665 -0.24411 -1.47085
H -1.46468 1.64411 -0.77623
H -1.83305 -0.96032 -2.30899
H -3.86964 -0.11710 -2.76136
H -3.81896 1.08884 -1.66114
O 4.08401 -0.74386 -0.64870
H 4.42955 -0.85731 -1.52125
H 4.31229 0.16133 -0.53637
```

The orbital gap comes out at 8.37 eV. The net charge is 0. Its structure (SMILES) is C/C=C/C/C=C/N.O.

***

#two
This record from the OMol25 dataset describes a molecular structure, C6H13NO. The level of theory is ωB97M-V/def2-TZVPD.

Structure (XYZ):
```
21
C6H13NO ωB97M-V/def2-TZVPD
C 0.54256 -2.34520 0.52585
C -0.17980 -1.18706 -0.10131
C -0.62211 -0.04335 0.77141
O 1.17043 -0.05061 -0.76602
H 1.96095 0.09281 -0.22879
H 1.03181 -2.95520 -0.23507
H -0.17985 -2.96844 1.06331
H 1.29131 -1.98689 1.22942
H -0.29402 -0.21554 1.79354
H -1.70201 0.09544 0.71419
C -0.60741 1.91408 -0.91618
C 0.12430 1.21880 0.21145
N -1.01618 -1.51302 -1.12841
C 0.83212 1.98706 1.10154
H -0.65929 -2.17640 -1.80277
H -1.52088 -0.75049 -1.55765
H -1.61389 2.20140 -0.60662
H -0.05852 2.79997 -1.23168
H -0.69957 1.26395 -1.78830
H 1.20801 1.57931 2.02950
H 0.99204 3.03936 0.92260
```

The orbital gap comes out at 7.82 eV. The net charge is 0.

***

Name the most stable of them. #one.

***

#one
This record from the OMol25 dataset describes 10 unconnected molecules or ions with the total composition C20H60O10. The level of theory is ωB97M-V/def2-TZVPD.

Structure (XYZ):
```
90
C20H60O10 ωB97M-V/def2-TZVPD
C -3.74614 -2.42760 1.84329
C -4.08814 -2.98860 0.30629
O -2.92014 -3.29060 -0.35171
H -3.10014 -1.62260 1.75029
H -3.20814 -3.20860 2.36529
H -4.62314 -2.46960 2.20329
H -4.85014 -2.27960 -0.33171
H -4.74514 -3.88660 0.21829
H -3.15514 -4.08660 -0.93671
C 0.32286 -4.47860 -3.27071
C -0.60014 -3.30060 -2.79571
O 0.09586 -2.08160 -2.92171
H 1.19286 -4.74460 -2.48671
H 0.70886 -4.37760 -4.27171
H -0.18714 -5.50060 -3.49671
H -0.98914 -3.45360 -1.93571
H -1.45114 -3.10160 -3.52071
H 0.77086 -2.18260 -3.62671
C 3.07386 -3.00860 -1.05471
C 3.92186 -2.37760 0.05229
O 5.16586 -3.08260 -0.10971
H 2.00686 -2.53360 -1.14671
H 2.79786 -4.09360 -0.99371
H 3.70486 -2.82960 -1.82471
H 3.70286 -2.57360 1.01229
H 4.10986 -1.08560 -0.03071
H 6.02186 -2.82860 -0.00271
C 2.16686 -2.38660 4.40529
C 1.16586 -1.36360 4.17029
O 1.74286 -0.09360 4.41429
H 2.65886 -2.52160 5.46629
H 2.88586 -2.51060 3.62229
H 1.69386 -3.37260 3.94229
H 0.49086 -1.49760 4.90529
H 0.76886 -1.43360 3.11529
H 2.25586 0.32340 3.58929
C 0.44586 4.46640 -3.66671
C 0.13986 3.41940 -2.45871
O -0.27314 2.32240 -3.34871
H 0.79186 5.37940 -3.13471
H -0.39314 4.57440 -4.30871
H 1.30286 4.22340 -4.21671
H -0.70414 3.70840 -1.87171
H 1.01886 3.25340 -1.90671
H -0.31914 1.52940 -2.63171
C 1.59386 3.07440 2.80429
C 3.02986 2.56340 3.14429
O 3.25886 1.35440 2.57729
H 1.25186 4.09140 3.20729
H 0.68786 2.36540 2.92629
H 1.58786 3.31240 1.81129
H 2.97086 2.38140 4.17129
H 3.70986 3.46340 2.93529
H 4.10186 1.27340 1.86129
C -3.54514 -0.08960 -3.26871
C -3.66514 0.66440 -1.92871
O -5.03814 1.07140 -1.75871
H -2.36714 -0.19260 -3.48171
H -3.82614 0.57640 -4.13871
H -3.93014 -1.20860 -3.28271
H -3.03614 1.66940 -1.91671
H -3.25214 0.09240 -1.17671
H -5.40514 1.44640 -1.00171
C -4.00014 1.86740 2.34429
C -4.53914 3.10440 1.57529
O -5.44514 2.60440 0.58529
H -3.23014 1.22040 1.82329
H -4.88614 1.23540 2.88329
H -3.53314 2.20140 3.13329
H -3.73014 3.70640 1.08729
H -5.12214 3.92140 1.95929
H -5.99914 3.22340 0.30029
C 3.58286 1.21040 -1.02371
C 4.93786 1.45140 -0.46071
O 4.99086 2.35040 0.54229
H 2.93786 2.07640 -1.40171
H 2.91586 1.01940 -0.12471
H 3.70186 0.65740 -1.95871
H 5.57886 2.00840 -1.39171
H 5.35086 0.45640 -0.18071
H 5.94786 2.62940 0.89729
C -0.61114 0.73340 0.93029
C -0.52114 -0.34660 -0.11871
O -0.55114 0.16540 -1.43971
H -1.38414 1.49440 0.86429
H 0.24586 1.37240 0.99729
H -0.79914 0.27140 1.91029
H -1.50714 -0.95860 -0.01871
H 0.24186 -1.05160 0.02329
H -0.47314 -0.65860 -1.94971
```

The orbital gap comes out at 9.35 eV. The net charge is 0. Its structure (SMILES) is CCO.CCO.CCO.CCO.CCO.CCO.CCO.CCO.CCO.CCO.

***

#two
This record from the OMol25 dataset describes 10 unconnected molecules or ions with the total composition C20H60O10. The level of theory is ωB97M-V/def2-TZVPD.

Structure (XYZ):
```
90
C20H60O10 ωB97M-V/def2-TZVPD
C -1.60330 -5.19923 -29.05573
C -2.52890 -6.37273 -29.50961
O -3.88328 -6.11871 -29.31917
H -1.88050 -4.93584 -28.03500
H -1.51034 -4.27580 -29.62733
H -0.55637 -5.48845 -28.96425
H -2.12197 -7.09653 -28.80348
H -2.21663 -6.86269 -30.43185
H -4.13093 -5.51553 -30.02376
C 8.53800 -9.72444 -25.31111
C 8.59537 -9.71650 -23.79536
O 9.97876 -9.49296 -23.51151
H 7.48931 -9.70951 -25.60801
H 9.04720 -10.62113 -25.66434
H 8.98680 -8.82927 -25.74162
H 8.32412 -10.66021 -23.32215
H 7.95679 -8.94247 -23.36970
H 10.16754 -10.07950 -22.77536
C 4.79467 -4.04067 -24.90908
C 3.73998 -2.96807 -24.66425
O 4.43450 -1.75681 -24.81929
H 5.64679 -3.67953 -25.48491
H 4.38426 -4.97090 -25.30193
H 5.21733 -4.37043 -23.96002
H 3.24319 -3.05942 -23.69834
H 2.96437 -3.02873 -25.42770
H 5.16067 -1.74854 -24.19143
C 7.24129 3.87783 -19.96516
C 8.67551 4.38600 -19.97026
O 9.03698 4.93426 -21.22495
H 6.51477 4.61162 -20.31419
H 6.81762 3.50864 -19.03119
H 7.25695 3.06010 -20.68569
H 9.39468 3.69139 -19.53623
H 8.67059 5.26415 -19.32457
H 8.37673 5.60535 -21.41294
C 1.16980 -9.98500 -25.21870
C 0.38503 -10.99697 -24.46531
O 0.91047 -11.18166 -23.16145
H 0.95220 -10.19818 -26.26527
H 2.24182 -9.99258 -25.02168
H 0.96178 -8.95013 -24.94692
H 0.29194 -11.96134 -24.96473
H -0.62461 -10.61016 -24.32718
H 0.76109 -10.37529 -22.66239
C 5.12458 -0.81019 -31.31229
C 5.83605 0.35564 -31.95534
O 5.50312 0.44286 -33.30402
H 5.24129 -0.74294 -30.23065
H 5.56904 -1.78456 -31.51520
H 4.08170 -0.87646 -31.62231
H 6.90949 0.31389 -31.77073
H 5.54192 1.25166 -31.40877
H 5.82729 1.26076 -33.68813
C 8.79591 -2.83227 -19.55389
C 9.63286 -2.56381 -20.77705
O 9.00361 -1.78696 -21.71938
H 7.81427 -3.29943 -19.63281
H 8.56240 -1.82082 -19.22139
H 9.41843 -3.36053 -18.83173
H 9.75496 -3.52339 -21.27944
H 10.60007 -2.16498 -20.47120
H 9.57074 -1.82896 -22.49281
C -4.22837 -4.17730 -23.08226
C -4.78033 -5.15008 -22.05272
O -4.19152 -4.78670 -20.78677
H -3.14322 -4.24138 -23.16248
H -4.55228 -3.18517 -22.76783
H -4.78431 -4.38522 -23.99648
H -4.57262 -6.20067 -22.25575
H -5.86898 -5.10588 -22.08400
H -4.76841 -4.92453 -20.03192
C 11.47890 1.89629 -26.62077
C 12.40432 3.09831 -26.35021
O 12.95222 2.92606 -25.09976
H 11.04820 1.96673 -27.61960
H 10.63202 1.69559 -25.96456
H 12.18325 1.06955 -26.71293
H 11.85031 4.03322 -26.43463
H 13.17752 2.94220 -27.10247
H 12.32749 3.27641 -24.46057
C -1.24432 0.52352 -17.77916
C -0.37653 0.11445 -19.02559
O 0.94375 0.36270 -18.56872
H -0.74110 0.22319 -16.86010
H -2.13368 -0.10561 -17.81533
H -1.48372 1.58594 -17.73383
H -0.67643 0.69541 -19.89773
H -0.39077 -0.94927 -19.26301
H 1.55395 0.30081 -19.30724
```

The orbital gap comes out at 10.30 eV. The net charge is 0. Its structure (SMILES) is CCO.CCO.CCO.CCO.CCO.CCO.CCO.CCO.CCO.CCO.

***

Name the most stable of them. #two.

***

#one
This record from the OMol25 dataset describes a gas-phase ion, C5H12NO (charge -1). The level of theory is ωB97M-V/def2-TZVPD.

Structure (XYZ):
```
19
C5H12NO ωB97M-V/def2-TZVPD
C -0.40923 1.20655 1.43447
C -0.19441 0.87614 -0.07738
C 1.22709 1.12716 -0.48350
O 2.12460 0.22512 0.05017
N -0.60064 -0.56486 -0.58578
C 0.22299 -1.81231 -0.29611
C -2.02192 -0.91321 -0.25665
H -0.18562 0.21477 1.94029
H -1.46153 1.40046 1.64257
H 0.25434 2.01324 1.80661
H -0.86958 1.43781 -0.66620
H 1.42265 2.21884 -0.20226
H 1.11553 1.16019 -1.66466
H 0.48495 -1.76350 0.78676
H -0.45414 -2.66730 -0.65792
H 1.09610 -1.63386 -0.89486
H -2.16305 -1.65243 0.56239
H -2.43967 -1.39590 -1.13965
H -2.53939 -0.08521 0.26116
```

The orbital gap comes out at 6.41 eV. The net charge is -1. Its structure (SMILES) is C[C@@H](C[O-])N(C)C.

***

#two
This record from the OMol25 dataset describes a gas-phase ion, C5H12NO (charge -1). The level of theory is ωB97M-V/def2-TZVPD.

Structure (XYZ):
```
19
C5H12NO ωB97M-V/def2-TZVPD
C -1.46434 0.64519 1.83292
N -0.63656 0.69122 0.61071
C -0.48548 -0.59692 -0.18647
C -1.85055 -0.94679 -0.90434
C 0.63637 -0.46696 -1.07818
C 1.88483 -0.20178 -0.18009
O 2.22019 1.10902 -0.41869
H -1.20808 1.70652 2.43406
H -2.56738 0.44074 1.85881
H -1.16190 -0.09887 2.57609
H 0.32777 0.93399 0.86133
H -0.23483 -1.58035 0.38425
H -2.20840 0.00259 -1.37064
H -1.73593 -1.80510 -1.51582
H -2.48431 -1.21831 -0.09845
H 0.44420 0.29944 -1.76690
H 0.87385 -1.31194 -1.69295
H 2.54693 -1.11036 -0.43591
H 1.77746 -0.56544 0.93760
```

The orbital gap comes out at 6.23 eV. The net charge is -1. Its structure (SMILES) is CN[C@@H](C)CC[O-].

***

Name the most stable of them. #one.